The following is a quantum chemistry calculation of a structure of composition C12H10F36Li3N6O29S12 in a non-equilibrium geometry, from the Open Molecules 2025 dataset.

As for the HOMO-LUMO gap: 5.36 eV. Its calculated total energy is -309391.191 eV. The value obtained for the highest occupied orbital energy is -3.16 eV. The molar mass comes out at 1791.8 g/mol. The LUMO energy is 2.20 eV. As for the charge: -3.

Each line ends with the Mulliken charge.
Positions of all 108 atoms, in Å:
1 F -1.684 -1.496 2.096  -0.181
2 O 3.458 3.040 4.141  -0.569
3 H -2.641 -2.444 4.656  0.282
4 O 0.666 -2.146 -6.026  -0.308
5 O -8.076 1.866 5.395  -0.595
6 H -4.034 0.361 -3.988  0.246
7 O -2.396 -0.580 -0.472  -0.688
8 F -3.768 0.135 2.732  -0.131
9 O -3.547 -2.121 4.702  -0.583
10 F 5.116 1.424 2.292  -0.181
11 F -0.633 1.089 -10.064  -0.223
12 F -9.017 -0.274 7.142  -0.252
13 O 0.063 -4.826 -4.854  -0.444
14 C 1.577 3.820 0.205  0.385
15 O 1.599 2.322 -5.626  -0.561
16 S -7.039 1.025 5.912  0.908
17 F 2.173 -1.497 -3.518  -0.111
18 F -0.263 -4.188 1.918  -0.196
19 F 0.450 -6.252 1.649  -0.211
20 F 2.283 0.660 2.588  -0.028
21 F 1.306 4.319 7.001  -0.217
22 O 3.300 -5.359 1.424  -0.527
23 F -1.380 2.988 -4.424  -0.169
24 F 3.557 -0.035 4.198  -0.264
25 O 2.456 -6.430 -0.716  -0.456
26 N 2.721 2.016 6.259  -0.506
27 O 3.537 3.458 -1.676  -0.604
28 S -1.017 -0.260 -0.189  0.379
29 O 1.106 -5.033 -2.259  -0.626
30 H 0.765 -1.184 -6.183  0.364
31 S 3.229 3.053 -0.326  0.963
32 C 0.888 3.395 7.857  0.673
33 S 2.131 -5.153 -1.242  0.608
34 O -1.232 -0.180 -3.002  -0.482
35 C 1.355 -0.484 -3.264  0.478
36 F 4.723 -4.645 -1.088  -0.179
37 F -1.166 0.576 2.280  -0.101
38 Li -0.950 -3.186 -5.166  0.797
39 F -0.423 3.522 8.010  -0.245
40 O 6.729 4.211 0.398  -0.693
41 H -1.946 2.645 -0.594  0.273
42 F -7.113 -1.290 7.247  -0.243
43 F 3.612 -3.231 -2.267  -0.159
44 C 3.749 -4.514 -1.957  0.665
45 S 0.552 3.022 -6.323  0.957
46 S 5.753 3.151 0.347  0.859
47 O 0.172 1.142 6.493  -0.507
48 F 7.122 1.287 1.599  -0.267
49 C 6.140 2.165 1.893  0.650
50 F 1.213 1.933 -10.777  -0.214
51 N 0.411 2.795 -7.854  -0.578
52 C -5.017 -0.234 2.464  0.532
53 N 0.044 -1.355 -0.778  0.148
54 C 0.694 1.001 -9.981  0.500
55 F 1.502 3.579 9.028  -0.247
56 O -5.838 2.217 3.127  -0.650
57 F 1.431 -0.200 4.386  -0.174
58 H -3.848 -2.085 3.781  0.319
59 C 0.716 -5.069 2.184  0.667
60 F 1.938 0.328 -2.423  -0.075
61 O 1.075 2.922 4.408  -0.572
62 Li 1.862 -1.937 -0.135  0.967
63 F 1.041 3.190 1.236  -0.110
64 O -0.656 1.089 -0.486  -0.017
65 S -6.258 0.857 3.362  1.064
66 O 5.954 2.199 -0.715  -0.579
67 F -8.203 -1.324 5.395  -0.240
68 F 1.159 -0.175 -10.374  -0.210
69 F -5.194 -0.094 1.148  -0.197
70 C 2.410 0.592 3.923  0.413
71 C -7.906 -0.569 6.449  0.671
72 F 3.997 -5.191 -3.067  -0.214
73 C -0.849 -0.538 1.664  0.295
74 H 0.543 -5.360 -5.493  0.261
75 F 1.021 0.133 -4.370  -0.028
76 O 2.586 -3.150 2.119  -0.525
77 C -1.112 2.393 -5.561  0.678
78 F 0.392 -0.950 1.950  -0.140
79 S 1.176 1.333 -8.175  1.218
80 Li 0.079 -3.362 -0.913  0.685
81 S 2.288 -4.358 1.395  0.818
82 N 4.184 3.621 0.792  -0.420
83 O -2.877 2.888 -0.697  -0.614
84 N 1.755 -3.909 -0.059  -0.635
85 O -6.345 1.432 7.101  -0.640
86 O 0.512 4.431 -6.010  -0.685
87 H 1.169 -2.558 -6.734  0.174
88 O 3.052 1.624 -0.098  -0.311
89 O 2.612 1.462 -8.201  -0.674
90 N -5.961 0.354 4.844  -0.301
91 H 0.284 -5.207 -3.990  0.366
92 F 1.697 5.120 0.384  -0.216
93 O -7.526 0.471 2.791  -0.675
94 S 2.351 2.328 4.723  0.965
95 F 6.515 2.971 2.879  -0.226
96 F -1.170 1.057 -5.507  -0.200
97 O 1.698 0.897 8.341  -0.711
98 O -3.909 0.961 -3.248  -0.637
99 F 0.839 -5.151 3.491  -0.186
100 H -3.191 3.031 0.202  0.297
101 O 0.666 0.191 -7.426  -0.785
102 F -5.283 -1.538 2.722  -0.336
103 F -2.076 2.760 -6.440  -0.296
104 H -3.085 0.664 -2.832  0.399
105 S 1.328 1.660 7.163  0.995
106 F 0.722 3.551 -0.800  -0.177
107 O -0.293 -2.485 -3.015  -0.725
108 S -0.282 -1.120 -2.498  0.806